The following is a DFT calculation (ωB97M-V/def2-TZVPD) of a molecular structure, C19H34Al2BClF6N7O12.

Atoms and positions in Å:
N  6.83  0.17  -0.42
N  5.59  0.79  -0.21
C  4.49  0.04  -0.03
C  3.14  0.48  0.23
C  3.04  1.95  0.26
F  1.90  2.56  0.47
C  4.33  2.61  0.01
N  5.53  2.11  -0.19
H  6.85  -0.60  0.28
H  7.52  0.84  -0.07
H  4.65  -1.05  -0.09
H  2.25  -0.19  0.37
H  4.28  3.73  -0.01
F  0.11  5.06  -0.25
Al  -1.03  4.67  1.01
F  -1.76  3.12  0.67
F  -2.26  5.89  1.09
F  -0.19  4.58  2.54
C  -1.13  -5.07  0.30
C  -0.29  -4.53  -0.84
C  0.83  -3.58  -0.37
O  0.39  -2.27  -0.02
C  -0.13  -2.16  1.29
N  -1.16  -3.88  -1.82
H  -1.83  -4.34  0.70
H  -1.75  -5.95  -0.04
H  -0.50  -5.42  1.13
H  0.19  -5.38  -1.33
H  1.53  -3.44  -1.21
H  1.42  -4.02  0.44
H  0.39  -2.81  2.00
H  -1.20  -2.38  1.29
H  -0.01  -1.12  1.61
H  -0.61  -3.60  -2.63
H  -1.47  -2.99  -1.42
Al  2.19  0.90  2.62
Cl  -3.43  -5.90  -1.01
C  -0.27  -8.43  2.19
O  0.60  -7.58  2.18
N  -1.55  -8.17  2.58
N  -0.04  -9.72  1.81
H  -2.28  -8.86  2.60
H  -1.76  -7.23  2.87
H  0.89  -9.95  1.51
H  -0.74  -10.44  1.81
C  -6.90  4.10  1.16
O  -7.91  3.55  1.55
N  -6.30  5.15  1.77
C  -5.09  5.77  1.24
C  -6.88  5.67  2.99
H  -6.38  3.79  0.24
H  -4.30  5.69  1.98
H  -5.30  6.82  1.03
H  -4.77  5.28  0.33
H  -6.91  4.88  3.74
H  -7.90  6.00  2.79
H  -6.29  6.50  3.36
B  -1.40  6.57  -4.61
O  -1.89  6.12  -3.27
C  -3.11  5.67  -3.44
O  -3.80  5.23  -2.53
C  -3.50  5.79  -4.88
O  -4.55  5.46  -5.35
O  -2.49  6.31  -5.56
O  -1.04  7.99  -4.59
C  0.25  8.08  -4.92
O  0.87  9.11  -5.00
C  0.79  6.72  -5.17
O  1.91  6.44  -5.49
O  -0.19  5.82  -4.99
C  4.04  -5.17  0.80
C  5.23  -4.22  1.05
C  5.61  -4.29  2.54
O  4.84  -2.96  0.77
H  3.17  -4.89  1.40
H  3.75  -5.17  -0.25
H  4.30  -6.20  1.07
H  6.09  -4.66  0.50
H  4.78  -3.99  3.19
H  6.47  -3.65  2.76
H  5.89  -5.31  2.83
F  -4.58  3.54  -2.98

Values from the calculation:
2S+1   1
Charge   -1
Total energy   -3599.7178 hartree



The following is a DFT calculation (ωB97M-V/def2-TZVPD) of a molecular structure, C27H54AsF6O27.

Atoms and positions in Å:
As  -1.63  0.52  -1.12
F  -1.82  2.05  -2.11
F  -3.04  -0.23  -2.00
F  -1.48  -1.00  -0.28
F  -0.13  1.16  -0.28
F  -2.59  1.17  0.24
F  -0.65  -0.17  -2.45
C  2.81  8.46  -7.19
O  2.94  7.59  -6.11
C  4.02  7.81  -5.27
O  4.82  8.73  -5.40
O  4.24  6.91  -4.34
C  3.37  5.86  -4.06
H  2.48  9.39  -6.74
H  2.12  8.17  -7.99
H  3.76  8.55  -7.71
H  3.69  5.36  -3.15
H  3.51  5.03  -4.76
H  2.33  6.16  -4.11
C  6.42  2.75  9.51
O  5.95  2.28  8.22
C  5.74  3.11  7.18
O  5.91  4.31  7.02
O  5.36  2.27  6.21
C  4.97  2.74  4.87
H  7.50  2.89  9.43
H  6.19  1.98  10.24
H  5.98  3.69  9.83
H  3.98  3.18  4.91
H  5.04  2.03  4.04
H  5.58  3.61  4.61
C  -3.14  -7.11  -0.13
O  -2.03  -7.36  0.67
C  -1.14  -8.25  0.24
O  -1.15  -8.86  -0.86
O  -0.19  -8.54  1.20
C  -0.18  -8.06  2.55
H  -3.09  -7.50  -1.14
H  -3.32  -6.04  -0.27
H  -4.08  -7.45  0.31
H  -0.37  -7.00  2.68
H  0.85  -8.35  2.79
H  -0.80  -8.72  3.16
C  -0.24  7.68  1.70
O  1.20  7.86  1.72
C  1.80  8.69  2.56
O  1.23  9.27  3.48
O  3.14  8.66  2.31
C  4.04  9.14  3.31
H  -0.84  8.30  1.04
H  -0.69  7.75  2.69
H  -0.33  6.64  1.39
H  5.05  8.92  2.95
H  3.82  8.59  4.23
H  3.83  10.21  3.38
C  2.01  -3.63  9.81
O  2.81  -4.42  8.90
C  2.85  -4.28  7.56
O  3.59  -4.92  6.78
O  2.15  -3.21  7.14
C  2.14  -2.86  5.77
H  1.05  -3.23  9.48
H  2.48  -2.72  10.19
H  1.77  -4.21  10.69
H  1.74  -1.87  5.56
H  1.67  -3.53  5.05
H  3.17  -2.74  5.43
C  -0.42  -5.08  -7.11
O  0.36  -6.23  -6.86
C  1.39  -6.65  -7.64
O  1.84  -7.77  -7.57
O  1.84  -5.61  -8.32
C  2.87  -5.77  -9.21
H  -0.35  -4.63  -8.10
H  -0.35  -4.32  -6.34
H  -1.46  -5.41  -7.01
H  3.85  -5.91  -8.76
H  2.94  -4.88  -9.84
H  2.57  -6.64  -9.79
C  7.27  -6.54  0.01
O  6.24  -7.39  -0.54
C  5.31  -7.02  -1.45
O  4.69  -7.79  -2.15
O  5.06  -5.71  -1.31
C  4.08  -5.04  -2.12
H  7.76  -7.09  0.81
H  6.85  -5.60  0.39
H  8.08  -6.30  -0.68
H  4.45  -4.76  -3.11
H  3.80  -4.17  -1.53
H  3.08  -5.46  -2.11
C  -8.94  10.15  0.29
O  -7.90  9.17  0.14
C  -8.26  7.93  0.58
O  -9.24  7.56  1.35
O  -7.45  7.05  -0.02
C  -7.67  5.69  0.11
H  -9.91  9.90  -0.13
H  -8.71  11.12  -0.15
H  -9.16  10.34  1.34
H  -8.75  5.53  0.05
H  -7.24  5.22  0.99
H  -7.21  5.17  -0.73
C  -9.65  -4.87  -5.28
O  -9.41  -3.76  -4.48
C  -9.08  -3.94  -3.25
O  -8.86  -5.00  -2.65
O  -9.06  -2.70  -2.65
C  -8.66  -2.61  -1.29
H  -10.47  -4.58  -5.93
H  -9.89  -5.82  -4.80
H  -8.78  -5.17  -5.88
H  -7.71  -3.10  -1.09
H  -9.49  -3.12  -0.80
H  -8.44  -1.59  -0.97

Values from the calculation:
Relative energy (zero: lowest compared OMol25 entry of this formula, charge and spin)   520.8 kJ/mol
2S+1   1
Charge   -1



The following is a DFT calculation (ωB97M-V/def2-TZVPD) of 15 unconnected molecules or ions with the total composition C25H22BrCl56N5OP.

Atoms and positions in Å:
C  4.08  0.29  -4.80
C  3.31  1.47  -4.13
P  1.49  1.16  -4.22
C  0.97  0.59  -5.92
N  0.60  2.70  -4.02
Br  1.12  4.31  -4.80
C  -0.53  2.69  -3.29
N  -0.91  1.52  -2.72
C  -2.04  1.77  -2.06
C  -2.92  0.89  -1.20
C  -2.78  -0.63  -1.48
C  -1.34  -1.15  -1.63
C  -0.40  -0.90  -0.42
N  0.86  -0.27  -0.88
C  1.88  -0.38  0.10
C  1.94  0.67  1.20
O  2.68  -1.25  0.02
N  -2.32  3.06  -2.26
N  -1.39  3.67  -3.01
H  3.58  -0.10  -5.70
H  5.08  0.60  -5.13
H  4.21  -0.56  -4.11
H  3.61  2.45  -4.54
H  3.62  1.46  -3.07
H  1.52  -0.29  -6.27
H  1.08  1.46  -6.60
H  -0.12  0.43  -5.85
H  -2.77  1.19  -0.15
H  -3.97  1.16  -1.44
H  -3.22  -1.15  -0.61
H  -3.36  -0.93  -2.37
H  -0.85  -0.83  -2.57
H  -1.42  -2.25  -1.73
H  -0.11  -1.89  -0.01
H  -0.86  -0.36  0.42
H  1.20  -0.85  -1.64
H  1.83  0.21  2.19
H  1.12  1.38  1.06
H  2.89  1.23  1.17
H  -3.12  3.55  -1.90
H  -1.35  4.62  -3.34
C  1.32  4.31  0.72
Cl  0.30  3.64  2.00
Cl  2.97  4.50  1.31
Cl  1.31  3.21  -0.67
Cl  0.69  5.89  0.23
C  -3.18  2.26  3.89
Cl  -4.26  1.55  5.09
Cl  -1.56  2.45  4.56
Cl  -3.10  1.20  2.46
Cl  -3.80  3.84  3.40
C  -2.07  -1.81  6.12
Cl  -0.41  -2.42  5.96
Cl  -2.52  -0.93  4.65
Cl  -3.18  -3.17  6.36
Cl  -2.16  -0.72  7.51
C  -6.03  -2.03  1.15
Cl  -7.47  -2.72  1.89
Cl  -4.78  -1.83  2.38
Cl  -5.45  -3.12  -0.12
Cl  -6.42  -0.45  0.44
C  -9.00  -3.72  5.51
Cl  -8.43  -2.13  6.05
Cl  -7.65  -4.61  4.79
Cl  -9.65  -4.62  6.88
Cl  -10.27  -3.50  4.29
C  -0.49  9.06  2.29
Cl  -1.62  10.42  2.29
Cl  0.26  8.91  0.69
Cl  0.76  9.33  3.50
Cl  -1.37  7.57  2.67
C  6.08  0.63  -1.78
Cl  4.78  -0.18  -0.89
Cl  7.48  0.84  -0.72
Cl  6.52  -0.35  -3.18
Cl  5.52  2.22  -2.33
C  -10.43  -4.87  -0.70
Cl  -8.74  -4.38  -0.87
Cl  -11.35  -4.26  -2.09
Cl  -10.54  -6.63  -0.64
Cl  -11.10  -4.18  0.79
C  -0.19  8.68  7.75
Cl  -0.61  7.91  6.21
Cl  0.80  10.11  7.43
Cl  -1.67  9.16  8.60
Cl  0.72  7.54  8.74
C  7.81  2.13  3.27
Cl  8.11  1.49  4.89
Cl  7.58  3.89  3.36
Cl  9.20  1.78  2.23
Cl  6.35  1.38  2.59
C  -1.83  -7.41  6.89
Cl  -0.77  -8.31  5.80
Cl  -1.59  -7.97  8.55
Cl  -1.46  -5.68  6.79
Cl  -3.52  -7.68  6.42
C  6.44  -4.09  -4.87
Cl  5.88  -4.74  -6.42
Cl  7.33  -2.58  -5.16
Cl  5.05  -3.76  -3.83
Cl  7.51  -5.26  -4.09
C  3.43  -1.12  -9.21
Cl  2.87  -1.76  -10.76
Cl  4.31  0.39  -9.47
Cl  2.03  -0.82  -8.16
Cl  4.50  -2.30  -8.44
C  5.75  -8.38  -1.37
Cl  4.81  -8.16  0.12
Cl  5.16  -9.80  -2.23
Cl  5.57  -6.95  -2.39
Cl  7.45  -8.60  -0.95

Values from the calculation:
2S+1   1
Charge   +1
Total energy   -30000.4663 hartree



The following is a DFT calculation (ωB97M-V/def2-TZVPD) of a molecular structure, C8H11Br2NO.

Atoms and positions in Å:
C  -1.13  -0.90  -0.05
C  -1.54  0.44  0.53
C  -0.64  0.94  1.67
C  0.80  0.49  1.42
C  1.26  0.86  0.05
C  0.76  0.24  -1.05
C  3.57  0.19  0.73
C  0.05  -1.90  -1.95
N  -0.10  -0.83  -0.97
O  -1.72  -1.93  0.15
Br  4.77  1.06  -0.39
Br  3.61  -1.66  0.50
H  -1.51  1.16  -0.28
H  -2.57  0.34  0.88
H  -0.69  2.04  1.71
H  -0.98  0.57  2.63
H  1.47  0.92  2.17
H  0.83  -0.60  1.52
H  1.81  1.78  -0.07
H  1.12  0.48  -2.04
H  1.07  -2.30  -1.92
H  -0.65  -2.69  -1.69
H  -0.16  -1.53  -2.95

Values from the calculation:
Relative energy (zero: lowest compared OMol25 entry of this formula, charge and spin)   25.8 kJ/mol
2S+1   1



The following is a DFT calculation (ωB97M-V/def2-TZVPD) of a gas-phase ion, C26H22OP (charge +1).

Atoms and positions in Å:
O  1.68  1.61  -0.06
C  1.31  0.95  -1.13
C  0.23  0.09  -1.01
C  3.38  1.69  -4.82
C  -4.11  -3.22  -0.54
C  -2.17  3.62  2.28
C  2.59  -2.49  3.18
C  2.38  0.73  -4.73
C  3.65  2.48  -3.70
C  -4.16  -2.39  0.57
C  -2.93  -3.24  -1.33
C  -1.64  2.61  3.09
C  -2.30  3.32  0.94
C  1.54  -3.18  2.59
C  2.66  -1.12  3.06
C  1.71  0.55  -3.54
C  2.98  2.27  -2.48
C  -3.09  -1.54  0.90
C  -1.87  -2.39  -1.00
C  -1.20  1.40  2.60
C  -1.89  2.09  0.43
C  0.55  -2.53  1.84
C  1.67  -0.45  2.32
C  1.97  1.29  -2.38
C  -1.94  -1.52  0.12
C  -1.32  1.14  1.25
C  0.62  -1.13  1.66
P  -0.60  -0.32  0.51
H  2.62  1.81  -0.18
H  -0.25  -0.37  -1.88
H  3.84  1.84  -5.79
H  -4.97  -3.83  -0.79
H  -2.48  4.60  2.67
H  3.35  -3.03  3.74
H  2.10  0.17  -5.61
H  4.44  3.26  -3.70
H  -5.09  -2.45  1.19
H  -2.86  -3.80  -2.26
H  -1.51  2.82  4.15
H  -2.74  4.06  0.27
H  1.42  -4.25  2.74
H  3.41  -0.53  3.62
H  1.01  -0.27  -3.52
H  3.30  2.85  -1.66
H  -3.16  -0.90  1.79
H  -1.01  -2.38  -1.66
H  -0.76  0.71  3.32
H  -2.00  1.91  -0.63
H  -0.19  -3.12  1.36
H  1.85  0.60  2.19

Values from the calculation:
Relative energy (zero: lowest compared OMol25 entry of this formula, charge and spin)   0.0 kJ/mol
2S+1   1
Charge   +1



Respective F_max values: 0.0884 0.1193 0.0656 0.0238 0.0593 Eh/bohr.